1.
{"formula": "C3H16B2OSn", "method": "the ωB97M-V functional and the def2-TZVPD basis", "elements": ["Sn", "B", "H", "H", "H", "H", "B", "H", "H", "H", "H", "C", "C", "C", "O", "H", "H", "H", "H", "H", "H", "H", "H"], "positions_angstrom": [[1.561772, 1.321847, -1.324320], [-1.043161, 2.758548, -0.588379], [-0.357212, 2.989041, -1.546580], [-1.377033, 3.760733, -0.093872], [-2.005737, 2.192279, -0.947549], [-0.406847, 2.081328, 0.161153], [4.215709, 0.713486, -0.129059], [4.102873, -0.206762, -0.859945], [3.412540, 0.616887, 0.744684], [5.269408, 0.791820, 0.364542], [3.969487, 1.725560, -0.734717], [-0.507551, -2.597204, 0.463252], [-1.321044, -1.410547, -0.011278], [-2.611933, -1.193602, 0.723473], [-0.511070, -0.249911, -0.074525], [0.490355, -2.622108, 0.026174], [-0.989719, -3.561891, 0.299803], [-0.372606, -2.592312, 1.550265], [-1.552155, -1.654684, -1.058554], [-3.130864, -0.273274, 0.444682], [-2.444052, -1.049832, 1.797368], [-3.299594, -2.034568, 0.653749], [-1.091566, 0.495168, 0.139634]], "forces_ev_per_a": [[-0.1136, -0.1396, 1.6387], [0.0514, 0.0435, -0.2384], [0.9202, 0.1458, -1.1007], [0.2267, 0.8505, 0.5130], [-0.5225, -0.8968, -0.3864], [0.9846, -0.4890, 0.9078], [-1.0450, -0.1792, -0.2234], [-0.2413, -0.7149, -0.8249], [-1.1219, -0.0722, 0.7186], [0.7950, 0.2532, 0.2988], [-0.4625, 1.2017, -0.8832], [0.2140, -0.2321, 1.2058], [-0.0185, -1.5443, -1.6904], [-0.2375, 0.5507, 1.2491], [0.3788, 0.5662, 0.4878], [-0.0892, 0.0580, -0.1903], [-0.1801, 0.1682, -0.4739], [0.1226, 0.3536, 0.0065], [-0.2990, 0.1070, 0.0141], [-0.0061, -0.1481, -0.5051], [0.2770, -0.1684, 0.0060], [0.0897, -0.0364, -0.3208], [0.2773, 0.3225, -0.2087]], "mulliken_charge": [0.83, 0.37, -0.27, -0.12, -0.15, -0.34, 0.44, -0.23, -0.23, -0.09, -0.27, -1.39, 0.69, -1.43, -0.41, 0.33, 0.38, 0.34, 0.08, 0.41, 0.38, 0.38, 0.29], "relative_energy_kcal_mol": 0.0, "orbital_gap_ev": 7.929, "homo_energy_ev": -10.38}

2.
{"formula": "C2H3Cl5", "method": "the ωB97M-V functional and the def2-TZVPD basis", "elements": ["C", "Cl", "Cl", "Cl", "H", "C", "Cl", "Cl", "H", "H"], "positions_angstrom": [[0.940725, 1.392946, 1.211114], [2.588414, 1.680833, 0.553932], [0.193625, 0.003271, 0.349596], [-0.063131, 2.855532, 0.976906], [1.076381, 1.217629, 2.278339], [-0.835350, -1.363410, -0.973929], [-2.205211, -2.409047, -0.571646], [-0.908803, -0.849372, -2.657362], [-0.803898, -0.496678, -0.313712], [0.017248, -2.031704, -0.853237]], "forces_ev_per_a": [[1.0614, 0.8506, 0.1630], [-0.4753, -0.1249, 0.1854], [7.0586, 6.1026, 6.0582], [0.2743, -0.6656, 0.1631], [-0.2944, -0.0503, -0.2219], [-1.4656, -4.3600, -2.9618], [-0.4074, 0.0586, 0.2377], [0.1102, 0.2863, 0.0737], [-5.8897, -2.4589, -3.5341], [0.0279, 0.3617, -0.1633]], "mulliken_charge": [-0.07, -0.14, -0.02, -0.13, 0.32, 0.01, -0.18, -0.16, 0.16, 0.21], "relative_energy_kcal_mol": 89.3, "orbital_gap_ev": 10.552, "homo_energy_ev": -10.09}

3.
{"formula": "C2H5O3", "method": "the ωB97M-V functional and the def2-TZVPD basis", "elements": ["O", "C", "O", "C", "H", "H", "H", "H", "H", "O"], "positions_angstrom": [[-0.177129, -0.691963, 1.105825], [-0.277651, 0.568641, 0.955614], [-0.747663, 1.338531, 1.796569], [0.504226, 1.317874, -0.220091], [1.055262, 0.415563, -0.727579], [-0.198743, 1.535737, -0.997820], [1.238023, 2.021069, 0.183740], [-0.472421, -1.932413, 0.052346], [-0.250029, -2.070122, -1.430917], [-0.673873, -2.502917, -0.717686]], "forces_ev_per_a": [[-0.1098, 0.7186, -0.8482], [1.5433, 0.1085, 0.9999], [-0.8005, 0.6361, 0.1548], [0.7331, -4.6037, -0.2357], [-0.3136, 1.6988, 0.8201], [-0.3431, 1.3041, -0.2204], [-0.6532, 0.2244, -0.4122], [0.0613, 0.5963, 0.3076], [0.6232, 0.6611, -1.0048], [-0.7406, -1.3443, 0.4390]], "mulliken_charge": [-0.80, 0.52, -0.68, -0.74, 0.15, 0.26, 0.26, 0.46, 0.26, -0.70], "total_charge": -1, "relative_energy_kcal_mol": 15.0, "orbital_gap_ev": 8.487, "homo_energy_ev": -4.20}

What did the first record say?
{"formula": "C3H16B2OSn", "method": "the ωB97M-V functional and the def2-TZVPD basis", "elements": ["Sn", "B", "H", "H", "H", "H", "B", "H", "H", "H", "H", "C", "C", "C", "O", "H", "H", "H", "H", "H", "H", "H", "H"], "positions_angstrom": [[1.561772, 1.321847, -1.324320], [-1.043161, 2.758548, -0.588379], [-0.357212, 2.989041, -1.546580], [-1.377033, 3.760733, -0.093872], [-2.005737, 2.192279, -0.947549], [-0.406847, 2.081328, 0.161153], [4.215709, 0.713486, -0.129059], [4.102873, -0.206762, -0.859945], [3.412540, 0.616887, 0.744684], [5.269408, 0.791820, 0.364542], [3.969487, 1.725560, -0.734717], [-0.507551, -2.597204, 0.463252], [-1.321044, -1.410547, -0.011278], [-2.611933, -1.193602, 0.723473], [-0.511070, -0.249911, -0.074525], [0.490355, -2.622108, 0.026174], [-0.989719, -3.561891, 0.299803], [-0.372606, -2.592312, 1.550265], [-1.552155, -1.654684, -1.058554], [-3.130864, -0.273274, 0.444682], [-2.444052, -1.049832, 1.797368], [-3.299594, -2.034568, 0.653749], [-1.091566, 0.495168, 0.139634]], "forces_ev_per_a": [[-0.1136, -0.1396, 1.6387], [0.0514, 0.0435, -0.2384], [0.9202, 0.1458, -1.1007], [0.2267, 0.8505, 0.5130], [-0.5225, -0.8968, -0.3864], [0.9846, -0.4890, 0.9078], [-1.0450, -0.1792, -0.2234], [-0.2413, -0.7149, -0.8249], [-1.1219, -0.0722, 0.7186], [0.7950, 0.2532, 0.2988], [-0.4625, 1.2017, -0.8832], [0.2140, -0.2321, 1.2058], [-0.0185, -1.5443, -1.6904], [-0.2375, 0.5507, 1.2491], [0.3788, 0.5662, 0.4878], [-0.0892, 0.0580, -0.1903], [-0.1801, 0.1682, -0.4739], [0.1226, 0.3536, 0.0065], [-0.2990, 0.1070, 0.0141], [-0.0061, -0.1481, -0.5051], [0.2770, -0.1684, 0.0060], [0.0897, -0.0364, -0.3208], [0.2773, 0.3225, -0.2087]], "mulliken_charge": [0.83, 0.37, -0.27, -0.12, -0.15, -0.34, 0.44, -0.23, -0.23, -0.09, -0.27, -1.39, 0.69, -1.43, -0.41, 0.33, 0.38, 0.34, 0.08, 0.41, 0.38, 0.38, 0.29], "relative_energy_kcal_mol": 0.0, "orbital_gap_ev": 7.929, "homo_energy_ev": -10.38}